Entry 1:
Here is a structure of composition C30H43BrCeCl2NP in a non-equilibrium geometry from the OMol25 dataset. Energies are from ωB97M-V/def2-TZVPD.

```
79
Properties=species:S:1:pos:R:3:forces:R:3
P -0.2842 0.7354 -0.7060 -0.0388 -0.3156 0.8755
C -1.9269 0.2310 -1.4255 0.1559 0.5052 0.2999
C -2.4271 1.0925 -2.5927 -0.0014 -0.2077 -0.0603
C -3.8756 0.7159 -2.9242 0.0840 -0.1044 0.0442
C -4.0296 -0.7892 -3.1782 0.0740 -0.0421 -0.0587
C -3.4784 -1.6443 -2.0281 0.0619 0.2129 -0.0231
C -2.0236 -1.2777 -1.7059 -0.0203 0.0701 -0.1236
C 1.1373 0.1244 -1.7176 -0.2393 0.4043 0.1635
C 1.0342 0.5173 -3.1921 0.1899 -0.0976 0.0201
C 2.3511 0.1610 -3.8873 -0.0558 -0.1200 0.0143
C 2.7089 -1.3207 -3.6991 -0.0251 -0.0715 -0.0230
C 2.7180 -1.7497 -2.2247 -0.0895 0.1618 -0.0468
C 1.4025 -1.3763 -1.5326 0.0078 -0.0589 0.0679
C -0.2293 2.6012 -0.7361 -0.0550 -0.3334 -0.8219
C -1.3637 3.2033 0.1169 0.0629 0.0607 -0.3040
C -1.3443 4.7318 -0.0045 0.0834 0.0090 0.0072
C 0.0140 5.3358 0.3709 0.0276 -0.0983 0.0431
C 1.1691 4.6759 -0.3893 -0.1836 -0.0259 -0.1909
C 1.1364 3.1504 -0.2955 -0.0315 0.0389 0.1534
H -2.5893 0.4257 -0.5569 0.1445 -0.0556 -0.3569
H -1.7773 0.9441 -3.4693 -0.2125 0.0052 0.1270
H -2.3726 2.1599 -2.3376 -0.0270 -0.2320 -0.0674
H -4.2067 1.2824 -3.8008 -0.0828 -0.0497 0.1113
H -4.5134 1.0024 -2.0745 0.0745 0.0002 -0.1616
H -5.0840 -1.0308 -3.3511 0.1039 0.0239 0.0010
H -3.4918 -1.0500 -4.1014 -0.0501 0.0269 0.0930
H -4.0868 -1.4766 -1.1265 0.0778 -0.0886 -0.1443
H -3.5430 -2.7075 -2.2874 -0.0500 0.1400 0.0866
H -1.6657 -1.8482 -0.8364 -0.0441 0.1645 -0.2464
H -1.3780 -1.5454 -2.5576 -0.1921 0.0855 0.1284
H 2.0093 0.6444 -1.2771 -0.3148 -0.1055 -0.0851
H 3.1499 0.7785 -3.4523 -0.0910 -0.0310 -0.1170
H 0.8263 1.5930 -3.2931 0.0495 -0.2084 -0.0228
H 0.1919 -0.0207 -3.6552 0.2308 0.0735 0.0353
H 2.2791 0.4034 -4.9521 0.1364 -0.0219 0.0522
H 3.6846 -1.5280 -4.1537 -0.1264 0.0224 0.0172
H 1.9722 -1.9336 -4.2369 0.0658 0.0597 0.0310
H 2.8919 -2.8310 -2.1414 -0.0010 0.2280 -0.0149
H 3.5412 -1.2411 -1.6995 -0.1011 -0.1163 -0.0844
H 1.4433 -1.6284 -0.4664 -0.0043 0.1466 -0.2461
H 0.5754 -1.9638 -1.9511 0.1726 0.0699 -0.0029
H -0.3882 2.8824 -1.7958 -0.0121 0.2295 0.3614
H -2.3437 2.8233 -0.2047 0.2312 0.0213 0.1514
H -1.2632 2.9096 1.1789 0.0546 0.0989 -0.2459
H -1.5635 4.9932 -1.0487 -0.0423 -0.0301 0.0990
H -2.1395 5.1673 0.6108 0.0944 -0.0334 -0.0855
H 0.1777 5.2227 1.4507 -0.0183 -0.0234 -0.0553
H 0.0081 6.4108 0.1632 -0.0113 -0.0772 0.0859
H 2.1336 5.0531 -0.0300 -0.1400 -0.0311 -0.0597
H 1.0877 4.9436 -1.4507 0.0589 0.0940 0.0595
H 1.9461 2.7285 -0.9041 -0.1648 0.0662 0.0985
H 1.3482 2.8320 0.7341 -0.0822 0.1554 -0.2429
Ce -0.3410 0.2509 2.1563 -0.3021 -2.1766 -2.2481
Cl 2.2024 0.6743 1.6286 0.3714 -0.0343 0.3072
Cl -2.9074 0.5984 2.1480 -0.4584 0.3028 0.1647
C -0.4445 -1.8594 1.5188 -0.0586 2.0194 1.1289
H -1.5484 -1.8750 1.4075 0.1534 -0.2838 0.0013
C 0.2429 -3.1289 1.5127 0.4829 -0.5601 -0.0336
C 1.6694 -3.1518 1.5939 -0.6958 -0.2311 0.0457
C 2.3657 -4.3560 1.6056 -0.3412 -0.0175 0.0070
C 1.6601 -5.5687 1.5625 0.0376 0.1680 0.0353
C 0.2594 -5.5712 1.5120 0.3371 0.0504 -0.0008
C -0.4420 -4.3726 1.4775 0.1367 0.4156 0.0072
H 2.1858 -2.1928 1.6650 -0.0237 -0.2608 -0.0958
H 3.4581 -4.3404 1.6557 -0.3654 -0.1091 -0.0049
H -0.2805 -6.5197 1.5031 0.1526 0.2489 -0.0214
H -1.5391 -4.3633 1.4462 0.4671 -0.0414 -0.0273
H 2.2081 -6.5080 1.5850 -0.1287 0.1349 -0.0195
Br 1.0966 -2.8927 7.3071 0.0640 0.4871 -0.2568
C 1.0427 -1.2362 6.3673 0.0101 0.0582 -0.1909
C 1.4159 -0.0402 6.9911 -0.1669 -0.1599 -0.1848
C 1.3810 1.1495 6.2618 0.0517 0.0161 -0.1095
C 0.9380 1.1184 4.9427 -0.3473 -0.9298 0.4669
N 0.4638 -0.0254 4.3962 1.4847 -0.7822 1.4542
C 0.6030 -1.2246 5.0425 -0.1244 1.5541 0.3238
H 1.7381 -0.0573 8.0321 -0.0733 0.0507 -0.2946
H 1.6850 2.1013 6.7021 0.0013 -0.4080 -0.0955
H 0.9798 2.0130 4.3062 -0.2398 -0.3750 0.2744
H 0.3584 -2.1350 4.4983 -0.1590 0.2686 0.0305
```
Positions in Å, forces in eV/Å.

Kohn-Sham gap   5.6 eV
HOMO energy   -6.3 eV
F_max   3.144 eV Å⁻¹
DFT total energy   -5534.62979 hartree

Entry 2:
Here is a structure of composition C30H43BrCoN2P2S in a non-equilibrium geometry from the OMol25 dataset. Energies are from ωB97M-V/def2-TZVPD.

```
80
Properties=species:S:1:pos:R:3:forces:R:3
C -4.0745 0.9639 -2.0635 0.4269 -0.3452 -0.8401
C -2.7470 0.6795 -2.4635 -0.2314 2.1999 0.3454
C -2.1384 1.4511 -3.5025 -0.5949 -0.6982 0.0881
C -2.9716 2.3572 -4.1690 0.7007 -0.9160 0.5764
N -4.2263 2.5322 -3.8065 -0.7747 1.1063 -0.9943
C -4.7831 1.8827 -2.8147 0.0683 -0.6568 0.5504
C -2.1146 -0.2130 -1.5959 2.5486 -4.0252 1.7041
C -1.5908 -1.1432 -0.8983 -3.8846 3.8177 -3.2378
C -1.5806 -2.5602 -0.9382 1.0211 -1.0346 1.5250
C -0.7755 -3.0971 0.1553 -1.2017 -2.7893 -0.7507
C 0.0151 -4.2720 -0.1551 -0.3881 2.0334 0.1002
C 0.0651 -4.5981 -1.4956 1.3431 -1.1691 -0.9972
C -1.0076 -4.3642 -2.3923 0.2915 0.1565 0.6350
C -1.9540 -3.3533 -2.0801 1.1187 -0.1373 0.6915
Co 0.7383 -1.8029 0.4159 0.5216 2.8374 -0.0731
P -0.3051 1.1925 0.6651 -0.1152 2.7808 1.3203
H -1.1114 1.2957 -3.8551 -0.4427 -0.0308 0.3998
H -4.5485 0.3865 -1.2808 0.0835 0.1050 0.0872
H -2.6123 2.9028 -5.0361 -0.0412 0.1032 0.1602
H -5.8352 2.0217 -2.6029 -0.0481 0.3700 -0.1136
H -2.8530 -3.1182 -2.7035 1.2680 -0.0021 0.4369
H -0.8569 -2.7677 1.2831 -0.2016 -0.5923 -2.4212
H -0.9980 -4.9675 -3.3115 -0.2828 0.6055 0.2924
H 0.6738 -4.6813 0.5958 0.1368 -0.2304 -0.0489
C 0.5815 2.1086 2.0662 0.0992 -0.3380 0.0923
C 0.6722 3.6397 2.1623 0.1940 0.4224 -0.0919
H 1.6073 1.7189 2.0665 -0.1375 -0.0624 0.2433
H 0.0999 1.7377 2.9808 0.1996 -0.1254 -0.0282
H 1.2706 3.9311 3.0353 0.0126 -0.2762 -0.1443
H 1.1734 4.0977 1.3004 -0.1140 -0.1795 0.0739
H -0.2768 4.1593 2.3003 0.1432 -0.2628 -0.2056
C -0.0666 2.5005 -0.6850 0.3011 -0.5267 -0.5307
C -1.0132 3.6781 -0.9618 -0.2052 0.3962 -0.1022
H -0.0368 1.8730 -1.5884 0.1937 0.3238 -0.1230
H 0.9387 2.9305 -0.5471 -0.2963 -0.3943 -0.0525
H -0.6871 4.2066 -1.8716 0.0671 -0.3307 0.1683
H -2.0477 3.3799 -1.1639 0.1094 -0.0663 0.2188
H -1.0159 4.4596 -0.1879 0.0657 -0.4918 -0.1174
C -2.0444 1.6155 1.2042 -0.2935 -0.4259 -0.0165
C -2.3854 2.9414 1.8981 -0.1740 0.3303 0.0628
H -2.3099 0.8010 1.8926 -0.1800 0.2183 -0.2305
H -2.6718 1.5063 0.3122 -0.0265 -0.0922 0.1770
H -3.4583 3.0061 2.1165 0.1125 -0.3261 -0.0471
H -1.8703 3.0607 2.8548 -0.0892 -0.1206 -0.1536
H -2.1842 3.8301 1.2930 0.1004 -0.3617 0.1320
Br 1.8910 -5.2920 -2.1869 -2.3965 0.4043 0.7671
P 2.4743 -0.5735 -0.7305 -2.2679 -0.9362 1.2292
C 3.0164 1.1515 -0.6229 0.1216 0.5133 0.1401
C 4.5409 1.2565 -0.6633 0.1539 0.2035 -0.2655
H 2.6245 1.6187 0.3037 0.1809 -0.4970 -0.4472
H 2.5607 1.7263 -1.4414 0.0891 -0.3428 0.0594
H 4.8466 2.3050 -0.6840 -0.0313 -0.0945 0.0804
H 4.9918 0.7879 0.2123 0.0513 0.0377 -0.0830
H 4.9389 0.7880 -1.5694 0.0252 0.0748 0.1946
C 3.5353 -1.6302 0.3128 0.5969 0.0080 -0.4082
C 4.7110 -2.1943 -0.4580 0.6682 -0.5388 0.2265
H 2.9505 -2.4840 0.7081 0.0132 0.1746 -0.0512
H 3.8388 -1.0384 1.1931 -0.1172 -0.1584 -0.2977
H 5.3360 -2.7763 0.2270 0.0944 0.0862 -0.2144
H 4.3820 -2.8866 -1.2468 0.0659 0.3114 0.1503
H 5.3145 -1.3918 -0.8940 -0.0413 -0.2855 0.0523
C 2.2533 -1.1879 -2.4236 0.3112 0.1955 -0.3266
C 3.3723 -0.8279 -3.3925 0.2207 -0.3529 -0.5118
H 1.2820 -0.7928 -2.7758 0.3583 -0.0446 0.2263
H 2.1143 -2.2788 -2.3479 0.1234 0.1964 0.0421
H 3.1519 -1.2636 -4.3741 0.0908 0.1548 0.1213
H 3.4770 0.2537 -3.5282 -0.0229 -0.1731 0.0921
H 4.3343 -1.2466 -3.0672 -0.2593 0.2063 -0.1014
S 0.9268 -1.9694 2.7099 0.4923 0.4223 0.4915
C -0.5409 -1.6333 3.5705 0.3664 -0.1709 0.3063
N -0.3610 -1.7428 4.9500 -0.7363 -0.6938 -1.1148
C -1.3915 -1.9070 5.8288 0.1538 0.9235 -1.0777
C -2.6701 -1.6715 5.3258 -0.0727 -0.1995 0.7444
C -2.8944 -1.4265 3.9501 0.6828 0.1069 -0.2584
C -1.8271 -1.4081 3.0306 -0.2190 -0.0511 1.0334
H 0.6134 -1.8818 5.2386 -0.5241 -0.0382 -0.0148
H -1.0837 -2.1611 6.8564 -0.5654 0.3440 -0.5825
H -3.4954 -1.6504 6.0500 0.3162 -0.2253 -0.5560
H -3.9115 -1.2638 3.5700 0.4347 -0.0478 0.3720
H -1.9862 -1.2160 1.9411 0.2386 -0.3119 1.2209
```
Positions in Å, forces in eV/Å.

Kohn-Sham gap (spin up / spin down)   7.1 / 6.7 eV
HOMO energy (spin up / spin down)   -13.3 / -13.5 eV
F_max   6.336 eV Å⁻¹
Relative energy (zero: lowest compared OMol25 entry of this formula, charge and spin)   18.3 kcal per mole
Spin multiplicity   4
Net charge   +2
DFT total energy   -6315.39930 hartree

Entry 3:
Here is a structure of composition C30H43BrN2P2Ru in a non-equilibrium geometry from the OMol25 dataset. Energies are from ωB97M-V/def2-TZVPD.

```
79
Properties=species:S:1:pos:R:3:forces:R:3
C -2.8904 -1.8311 -4.5252 0.5738 -0.3690 -0.3432
C -1.5205 -1.9781 -4.2466 -0.3134 0.6552 -0.9978
C -0.6284 -1.8984 -5.3302 -0.7907 -0.3954 0.0033
C -1.1568 -1.7939 -6.6286 0.7142 0.2158 -1.5686
N -2.4583 -1.6978 -6.8651 1.3220 -0.4066 3.9484
C -3.3155 -1.7279 -5.8530 -1.6169 0.2511 -0.5966
C -1.1513 -2.1368 -2.8731 -0.2634 -1.1892 1.8866
C -1.1178 -2.4617 -1.6850 0.3422 0.8192 -1.9088
C -0.8293 -2.7059 -0.3241 -0.5311 1.2412 0.7189
C -1.0903 -1.6659 0.7009 -1.4986 -1.2339 1.1863
C -0.6598 -1.9168 2.0731 -0.3418 -0.8815 -1.6501
C 0.1897 -3.0006 2.2319 0.0743 0.2383 1.8376
C -0.0402 -4.1498 1.4350 0.2238 -0.2785 -0.6315
C -0.5057 -3.9745 0.1337 0.1731 -0.5496 0.7094
Ru 0.3326 -0.2477 1.6258 0.8044 2.3504 -1.0379
P -0.4835 1.0192 -0.0695 -0.9547 1.3827 -3.2305
H 0.4428 -2.0019 -5.2067 -0.0784 0.0671 -0.1896
H -3.6058 -1.8700 -3.7080 -0.1628 0.0733 -0.4409
H -0.5098 -1.7706 -7.5045 0.1091 -0.0486 0.0985
H -4.3784 -1.6497 -6.0627 -0.0399 -0.0079 -0.1525
H -0.7029 -4.8168 -0.5264 0.4066 -0.0392 0.2023
H -2.1359 -1.3311 0.6610 0.7348 0.6474 -0.4251
H 0.0968 -5.1530 1.8072 0.5452 -0.0860 0.1496
H -0.7371 -1.0504 2.8388 -1.2488 -1.6945 0.5305
C -0.3700 2.8267 0.3039 0.2838 -0.2361 0.7680
C -0.3525 3.8456 -0.8346 -0.0507 0.1439 -0.2909
H 0.5374 2.9451 0.9109 -0.1028 0.0982 0.0185
H -1.2065 3.0287 0.9911 0.1352 -0.1065 -0.1251
H -0.1828 4.8454 -0.4129 -0.0593 -0.2934 -0.0296
H 0.4499 3.6652 -1.5557 -0.0730 -0.0318 0.0949
H -1.3043 3.8817 -1.3700 0.1738 -0.0422 0.0498
C 0.3317 0.6545 -1.7291 0.3690 0.0706 0.3292
C -0.3266 1.1156 -3.0369 -0.1212 0.1149 -0.2023
H 0.3984 -0.4408 -1.7715 0.1446 0.2109 0.1977
H 1.3600 1.0372 -1.7142 -0.4569 -0.1352 0.0890
H 0.3929 0.9873 -3.8639 -0.1563 0.0924 0.3749
H -1.1870 0.4882 -3.2937 -0.0169 0.3119 0.1875
H -0.6333 2.1692 -3.0365 0.0920 -0.3619 0.0156
C -2.2650 0.7409 -0.5241 -0.1578 -0.5253 0.7153
C -3.1249 1.7973 -1.2190 -0.0261 0.3263 -0.1910
H -2.7400 0.5264 0.4465 -0.0347 0.0066 -0.2576
H -2.2725 -0.1956 -1.1073 0.0193 0.3494 0.2074
H -4.1383 1.3761 -1.3185 0.3307 0.1650 0.1085
H -3.2140 2.7098 -0.6182 0.0070 -0.1742 -0.1812
H -2.7949 2.0623 -2.2317 0.0230 -0.0577 0.3779
Br 1.4793 -2.6662 3.6079 -0.7771 -1.2586 -0.4938
P 2.4478 0.1275 0.8216 -0.7821 1.1735 -0.6470
C 3.0647 1.5205 -0.1856 -0.1403 0.1290 -0.2305
C 4.3424 2.1504 0.3731 0.3052 -0.1221 0.1306
H 2.2441 2.2585 -0.2117 0.3801 -0.1987 -0.0596
H 3.2351 1.1586 -1.2163 -0.1018 0.1300 0.4662
H 4.5942 3.0383 -0.2220 -0.0236 -0.2759 0.2001
H 4.2247 2.4564 1.4190 0.0999 0.0909 -0.2966
H 5.1758 1.4378 0.3171 -0.1087 0.3044 -0.0003
C 2.7034 0.4870 2.5832 0.7237 -0.4165 -0.6142
C 3.8294 -0.3955 3.1294 0.0546 -0.2303 0.7297
H 1.7161 0.2706 3.0715 0.2881 0.0829 0.6658
H 2.8939 1.5596 2.7015 -0.1955 -0.2071 0.0624
H 3.8507 -0.3359 4.2280 0.1697 -0.0164 -0.3624
H 3.6737 -1.4514 2.8504 0.2839 0.5114 0.1001
H 4.8004 -0.0643 2.7327 -0.3277 -0.0499 0.2021
C 2.9317 -1.4615 0.1311 0.1226 -0.4473 0.1372
C 4.4219 -1.4296 -0.2202 0.4393 -0.0659 -0.0585
H 2.2991 -1.6291 -0.7598 0.1964 0.2021 0.2723
H 2.6747 -2.2581 0.8506 0.2216 0.2311 -0.1922
H 4.7475 -2.4077 -0.5946 -0.0529 0.2614 0.1233
H 4.6302 -0.6792 -0.9929 -0.0526 -0.2544 0.1083
H 5.0243 -1.1668 0.6594 -0.0669 -0.2410 -0.2518
C -3.3065 1.3049 5.5220 0.1328 0.1072 -0.6028
C -3.6730 0.1985 4.7403 0.4421 -0.0181 -0.1451
C -2.9019 -0.1201 3.6195 -0.3022 0.3242 0.2222
N -1.8910 0.6607 3.2060 1.2537 -0.2898 -0.0409
C -1.5326 1.7336 3.9336 -0.3639 0.1286 0.4945
C -2.2376 2.1020 5.0965 0.6386 -0.1868 -0.6333
H -3.8422 1.5542 6.4341 0.0223 -0.0737 -0.1730
H -4.5139 -0.4428 4.9937 0.1949 0.1640 0.0945
H -3.0866 -1.0347 3.0438 -0.1029 0.3792 0.1699
H -0.6332 2.2807 3.5895 -0.7707 -0.1751 0.2860
H -1.8883 2.9874 5.6343 -0.3062 -0.3802 -0.0176
```
Positions in Å, forces in eV/Å.

Kohn-Sham gap (spin up / spin down)   7.0 / 4.8 eV
HOMO energy (spin up / spin down)   -19.3 / -19.4 eV
F_max   4.184 eV Å⁻¹
Spin multiplicity   5
Net charge   +4
DFT total energy   -4628.29181 hartree

> Which of these has the highest DFT total energy?

C30H43BrN2P2Ru